No. 1
The following is a quantum chemistry calculation of a molecular structure, C27H30N6O2PtS at a distorted geometry, from OMol25.

Calculated values
E_tot = -2042.83531 Ha
2S+1 = 1
HOMO-LUMO gap = 5.80 eV
Molecular weight = 697.722 g mol⁻¹
Relative energy (zero: lowest compared OMol25 entry of this formula, charge and spin) = 0.0000 eV
Total charge = +2

Last column: Mulliken charge in e.
Element x y z (Å)
Pt  -1.01651  -0.61463  0.65362  0.471
N  -2.42536  1.95066  3.02554  0.194
C  -3.29435  2.82117  2.71101  -0.315
C  -3.44509  2.53395  0.00788  0.811
O  -3.72990  3.65406  0.02788  -0.397
O  -3.14891  1.41254  0.06807  -0.377
H  -2.65573  0.95722  3.05942  0.117
H  -1.43018  2.17167  3.03066  0.170
H  -3.01476  3.86896  2.67904  0.334
H  -4.35109  2.57670  2.74764  0.402
C  3.25299  2.97637  2.12497  -0.489
C  2.21569  3.01206  1.20244  -0.891
C  1.20225  2.07089  1.27318  0.397
C  1.22788  1.11311  2.28403  -0.303
C  2.26054  1.07820  3.22189  -0.396
C  3.27262  2.01441  3.13208  -0.668
N  0.14035  0.19681  2.31748  0.627
N  -0.05489  -0.38413  3.41086  -0.671
C  -1.20599  -1.20049  3.43052  0.285
C  -1.56263  -1.81196  4.61787  -0.512
C  -2.78187  -2.47137  4.68163  -0.417
C  -3.60720  -2.47283  3.56672  -0.867
C  -3.16679  -1.87440  2.39798  -0.034
N  -1.97138  -1.27342  2.32024  0.081
H  4.05461  3.69987  2.06005  0.444
H  2.19926  3.76916  0.43037  0.457
H  0.37979  2.08096  0.56796  0.348
H  2.26413  0.32223  3.99416  0.495
H  4.08151  1.99990  3.84948  0.423
H  -0.88892  -1.75207  5.46101  0.577
H  -3.08971  -2.96368  5.59406  0.441
H  -4.57727  -2.94894  3.58737  0.484
H  -3.75397  -1.87910  1.49095  0.432
S  2.61683  1.08687  -4.54725  -0.193
C  1.73508  0.63453  -3.11825  1.176
C  0.37201  0.96231  -3.08028  -0.939
C  -0.38175  0.60882  -1.99121  -0.601
N  0.12828  -0.04837  -0.93328  0.247
C  1.43658  -0.35144  -0.95817  -0.840
C  2.26322  -0.02850  -2.00899  -0.645
C  4.27241  0.55478  -4.17852  0.197
C  4.62153  -0.78664  -4.24005  -0.118
C  5.94092  -1.12658  -3.97697  -0.321
N  6.88449  -0.23348  -3.68607  -0.542
C  6.53842  1.04938  -3.65851  -0.391
C  5.24430  1.49954  -3.89513  -0.090
H  -0.09618  1.48266  -3.90530  0.464
H  -1.43124  0.86051  -1.93625  0.638
H  1.82278  -0.88595  -0.10092  0.516
H  3.30904  -0.29308  -1.95584  0.450
H  3.89614  -1.54527  -4.50305  0.437
H  6.25471  -2.16304  -4.01213  0.379
H  7.32866  1.75632  -3.43572  0.374
H  5.00950  2.55472  -3.86561  0.418
C  -2.77237  -1.78911  -2.86715  -1.782
C  -3.05886  -1.87541  -1.36749  1.542
C  -4.07632  -2.99488  -1.12788  -1.553
C  -1.76508  -2.11331  -0.55406  -1.944
H  -3.67556  -1.54051  -3.42617  0.445
H  -2.41192  -2.75281  -3.23362  0.425
H  -2.01339  -1.04421  -3.10500  0.332
H  -3.52290  -0.93205  -1.05756  -0.095
H  -4.31224  -3.13229  -0.07051  0.358
H  -3.68540  -3.94573  -1.49632  0.387
H  -5.00994  -2.79502  -1.65534  0.407
H  -0.94020  -2.36282  -1.22317  0.544
H  -1.90062  -2.94380  0.14376  0.665

***

No. 2
The following is a quantum chemistry calculation of 2 unconnected molecules or ions with the total composition C27H30NO3 at a distorted geometry, from OMol25.

Calculated values
E_tot = -1327.31209 Ha
2S+1 = 1
HOMO-LUMO gap = 3.98 eV
Molecular weight = 416.541 g mol⁻¹
Relative energy (zero: lowest compared OMol25 entry of this formula, charge and spin) = 0.0000 eV
Total charge = -1

Last column: Mulliken charge in e.
Element x y z (Å)
C  -6.10479  1.95508  -2.08137  -1.035
N  -4.98372  2.37511  -1.27104  0.302
C  -5.23219  3.61845  -0.56630  -1.062
C  -3.75008  1.72203  -1.24141  -0.019
C  -2.64135  2.25935  -1.94605  -0.153
C  -1.38546  1.70848  -1.80861  -0.981
C  -1.12313  0.66847  -0.85479  0.440
C  0.19722  0.23283  -0.54320  -0.654
C  1.35435  1.03727  -0.73293  0.887
C  2.66218  0.45648  -0.83841  -0.453
C  3.79570  1.17995  -1.09531  0.413
C  5.09196  0.48542  -1.34879  -1.326
C  3.72677  2.65537  -1.20492  0.718
O  4.73098  3.34281  -1.48125  -0.806
C  2.39792  3.26651  -1.03597  0.505
C  2.22468  4.74084  -1.17182  -1.688
C  1.30315  2.46930  -0.83407  -0.901
C  -2.26433  0.08441  -0.22148  -0.872
C  -3.54050  0.55867  -0.45340  -0.278
H  -5.87941  1.03187  -2.62749  0.314
H  -6.98694  1.80708  -1.44176  0.315
H  -6.36066  2.74921  -2.79880  0.292
H  -4.38057  3.89555  0.06706  0.299
H  -5.43625  4.42890  -1.28101  0.328
H  -6.13264  3.50710  0.05730  0.334
H  -2.79446  3.13026  -2.59278  0.411
H  -0.56262  2.11691  -2.40147  0.691
H  0.34308  -0.76352  -0.13941  0.023
H  2.74549  -0.62913  -0.76296  0.235
H  5.91919  1.19595  -1.40595  0.303
H  5.28867  -0.25727  -0.56568  0.048
H  5.05130  -0.07181  -2.29438  0.353
H  3.18891  5.24688  -1.22787  0.343
H  1.64529  4.98370  -2.07280  0.291
H  1.64389  5.13630  -0.32945  0.358
H  0.33275  2.95780  -0.75595  0.759
H  -2.08766  -0.72861  0.49356  0.518
H  -4.40270  0.08728  0.02430  0.455
C  5.11686  -1.21929  2.03984  -1.184
C  3.96993  -2.03290  2.58158  -0.283
O  2.89469  -2.00590  1.61579  -0.111
C  1.85468  -2.78370  2.06417  0.220
C  0.72513  -2.80668  1.16154  -1.055
C  -0.42159  -3.58599  1.41117  1.103
C  -0.53147  -4.45490  2.54480  -0.570
C  -1.60362  -5.31989  2.69013  -0.518
C  -2.67054  -5.30094  1.77408  -0.438
C  -2.64890  -4.39485  0.70270  -0.695
C  -1.54452  -3.56592  0.50538  -0.340
O  1.98354  -3.37450  3.14361  -0.787
H  5.91494  -1.14574  2.78450  0.446
H  5.54919  -1.70342  1.16016  0.211
H  4.80445  -0.20836  1.76661  0.268
H  4.30190  -3.06796  2.75674  0.315
H  3.61245  -1.61412  3.53257  0.315
H  0.92168  -2.42849  0.16255  0.505
H  0.27860  -4.43284  3.26459  0.534
H  -1.59196  -6.00610  3.53691  0.335
H  -3.50920  -5.97774  1.91595  0.322
H  -3.49658  -4.33794  0.01490  0.335
H  -1.50367  -2.87311  -0.34357  0.365

***

No. 3
The following is a quantum chemistry calculation of a molecular structure, C27H31Br28ClN2O4P, from OMol25.

Calculated values
E_tot = -74331.41717 Ha
2S+1 = 1
HOMO-LUMO gap = 6.64 eV
Molecular weight = 2751.294 g mol⁻¹
Total charge = +1

Last column: Mulliken charge in e.
Element x y z (Å)
C  3.11221  0.51724  -1.04941  -1.373
C  2.14046  0.62045  0.12548  0.297
C  1.39853  -0.67628  0.44542  -1.103
Br  -0.04780  -0.43003  1.72646  0.039
C  0.84890  -1.47513  -0.70273  0.789
C  1.21497  -2.80598  -0.89121  0.706
C  2.07250  -3.58267  0.06499  -2.511
C  3.46037  -3.87715  -0.45516  0.509
C  4.07654  -5.07580  -0.10408  -0.374
C  5.33573  -5.38735  -0.59276  -1.012
C  6.01647  -4.51742  -1.44663  0.927
C  7.37157  -4.85877  -1.99455  -1.425
C  5.39805  -3.31618  -1.78376  -1.120
C  4.13435  -3.00208  -1.30149  0.170
C  0.70500  -3.46636  -2.02222  0.326
C  1.01918  -4.89557  -2.41532  -0.286
O  1.31780  -4.97576  -3.77913  -0.335
O  2.64182  -4.41847  -3.88595  0.108
N  -0.11496  -2.88489  -2.87501  -1.133
N  -0.49184  -1.64861  -2.65034  1.199
C  -1.43522  -1.15532  -3.66911  -1.467
C  -0.77388  -0.11380  -4.54920  0.752
O  0.39673  -0.00119  -4.67345  -0.403
Cl  -1.93293  0.88248  -5.35906  -0.052
C  -0.07196  -0.90969  -1.60341  0.278
P  -0.82040  0.78044  -1.42110  0.785
O  -2.29088  0.73990  -1.56294  -0.605
H  4.04932  0.06188  -0.74297  0.317
H  2.70926  -0.03740  -1.89625  0.291
H  3.33710  1.51725  -1.40596  0.427
H  1.47645  1.46493  -0.00927  -0.527
H  2.70866  0.85808  1.02148  0.535
H  2.11004  -1.29458  0.96937  0.585
H  2.08946  -3.12015  1.04473  0.719
H  1.57422  -4.54010  0.21810  0.585
H  3.56940  -5.77807  0.54296  0.433
H  5.80396  -6.32113  -0.31972  0.362
H  7.35004  -4.80489  -3.07972  0.337
H  7.66702  -5.86181  -1.70821  0.365
H  8.10910  -4.14702  -1.63533  0.334
H  5.89646  -2.61302  -2.43465  0.451
H  3.66487  -2.07712  -1.60808  0.528
H  0.14011  -5.51636  -2.25264  0.288
H  1.84685  -5.28688  -1.83312  0.288
H  3.02281  -5.00213  -4.56474  0.037
H  -2.34730  -0.78766  -3.21542  0.528
H  -1.68701  -2.00263  -4.30112  0.500
H  -0.11348  1.50421  -2.39453  0.164
H  -0.37054  1.23273  -0.19693  -0.304
C  1.19646  4.91460  1.12244  -0.240
Br  2.71757  4.35205  0.08349  -0.008
Br  -0.08968  5.84794  0.04896  -0.018
Br  0.40071  3.43377  2.04782  0.216
H  1.56044  5.60090  1.87545  0.194
C  0.55577  4.28382  6.14690  -0.409
Br  1.75720  5.16990  4.94048  0.034
Br  -1.26709  4.80999  5.85932  0.043
Br  0.75542  2.36927  6.01608  -0.072
H  0.82834  4.56818  7.15226  0.385
C  -5.05975  2.31455  -3.43757  0.639
Br  -5.67059  3.61334  -2.16406  -0.026
Br  -6.27662  0.83848  -3.59734  -0.015
Br  -4.69893  3.10961  -5.15400  -0.036
H  -4.13724  1.90768  -3.06090  -0.524
C  2.75160  -6.32819  -7.54400  -0.320
Br  3.97786  -6.67570  -6.09004  -0.061
Br  2.44238  -4.44351  -7.74254  -0.015
Br  3.36192  -7.13700  -9.16650  -0.011
H  1.81110  -6.78645  -7.27736  0.388
C  -8.27024  -0.98096  -6.79374  -0.098
Br  -6.98397  0.09164  -7.73549  0.009
Br  -10.06353  -0.38444  -7.12248  0.006
Br  -8.05728  -2.84958  -7.19234  -0.006
H  -8.07758  -0.85515  -5.73887  0.078
C  -4.54814  6.26526  8.38556  -0.315
Br  -3.00956  6.45121  9.52076  -0.004
Br  -4.83993  4.43168  7.88798  0.002
Br  -6.11478  7.03348  9.18734  -0.015
H  -4.34828  6.81820  7.48023  0.334
C  -9.66583  6.67294  11.30340  -0.107
Br  -10.85389  7.88055  12.20775  -0.007
Br  -8.63947  5.62593  12.54441  0.007
Br  -10.60451  5.56079  10.04856  -0.001
H  -8.96959  7.27337  10.73771  0.083
C  5.64194  4.52535  3.75340  -0.311
Br  4.65678  6.12115  3.28074  -0.085
Br  4.50539  3.04360  4.20701  0.001
Br  6.88546  4.05851  2.36757  -0.022
H  6.21504  4.76837  4.63552  0.395
C  -3.66335  0.97594  2.89149  -0.260
Br  -2.11176  1.25506  4.00230  0.004
Br  -3.94754  -0.89374  2.54343  -0.026
Br  -5.21659  1.80774  3.64386  -0.035
H  -3.46889  1.45195  1.94086  0.298

***

| no. | highest occupied orbital energy (eV) |
| --- | --- |
| 1 | -13.51 |
| 2 | -2.85 |
| 3 | -11.10 |